DFT (ωB97M-V/def2-TZVPD) results for 3 unconnected molecules or ions with the total composition CH3NO3 in a non-equilibrium geometry.

Last column: natural (NBO) charge in e.
Atoms and positions in Å:
C (5.07103, -1.16984, -0.22694)  -0.368
N (3.23935, 0.67492, 0.12308)  0.295
O (3.03254, 1.55342, 1.02115)  -0.543
O (2.76579, 0.84224, -1.05873)  -0.546
O (-12.11102, 0.17944, -0.16492)  -1.375
H (4.07717, -1.69205, -0.29005)  0.089
H (5.21355, -1.14941, 0.93370)  0.073
H (-11.28841, 0.76127, -0.33729)  0.375

Force components x, y, z for each atom (eV/Å):
C -1.0137 0.4877 1.7688
N -0.1901 1.2231 -1.2350
O 0.2052 -1.6993 -1.9666
O 0.6868 -0.0180 2.9188
O 1.8355 1.3451 -0.3993
H 0.5692 0.0940 -0.0174
H -0.2003 -0.0840 -1.4690
H -1.8925 -1.3486 0.3997

Highest occupied orbital energy (alpha / beta), eV: -0.8 / -0.8
Relative energy (zero: lowest compared OMol25 entry of this formula, charge and spin), eV: 3.0961
Energy, hartree: -320.1127
Gap between HOMO and LUMO (alpha / beta), eV: 5.55 / 5.55
Lowest unoccupied orbital energy (alpha / beta), eV: 4.7 / 4.7
Total charge: -2